(1)
2 unconnected molecules or ions with the total composition C6H13BrNO. Source: the OMol25 dataset; level of theory: ωB97M-V/def2-TZVPD.

```
22
Properties=species:S:1:pos:R:3
C -0.1478 0.9426 -0.8455
C 0.5564 -1.8728 0.0279
C 1.6351 -2.7953 0.7094
C -1.6462 2.7604 -0.8052
C -2.3253 0.6614 0.5591
C -1.2568 1.3889 -0.2405
N 0.5912 -0.5776 -0.1824
O -0.4348 -2.5879 -0.3263
Br 4.2121 1.0605 0.5210
H 0.5063 1.3985 -1.5553
H 2.4021 -2.2835 1.2313
H 2.0772 -3.3571 -0.2057
H 1.1819 -3.5419 1.2671
H -1.2999 2.8574 -1.7822
H -1.3441 3.4215 -0.1157
H -2.7912 2.8337 -0.7445
H -2.1169 -0.4526 0.5375
H -2.2127 1.0259 1.5167
H -3.3042 0.8299 0.1732
H 5.6321 0.6185 0.7154
H 1.2236 -0.1006 0.4291
H -1.1383 -2.2301 -0.8844
```

Values from the calculation:
Lowest unoccupied orbital energy, eV: -2.9
Net charge: +1

(2)
A molecular structure, C47H36CoIP3S2. Source: the OMol25 dataset; level of theory: ωB97M-V/def2-TZVPD.

```
90
Properties=species:S:1:pos:R:3
Co 0.7769 1.4508 -0.7743
S 2.8910 0.4844 -1.1396
P 2.2111 -0.4788 0.4999
C 0.5748 -0.0191 0.7543
P 0.1506 1.2213 1.8467
S 0.3877 3.0196 0.9495
C 0.9430 1.2343 3.4907
C 1.4119 2.4112 4.0570
C 1.9452 2.4040 5.3406
C 2.0217 1.2189 6.0563
C 1.5635 0.0346 5.4887
C 1.0220 0.0453 4.2142
C -1.5923 1.0293 2.3512
C -2.2233 -0.1987 2.2105
C -3.5123 -0.3826 2.6992
C -4.1705 0.6588 3.3339
C -3.5435 1.8944 3.4698
C -2.2612 2.0770 2.9803
C 2.3260 -2.2801 0.2900
C 1.5465 -3.0961 1.1058
C 1.7159 -4.4725 1.0917
C 2.6574 -5.0435 0.2430
C 3.4183 -4.2353 -0.5905
C 3.2557 -2.8556 -0.5650
C 3.3688 -0.1765 1.8789
C 3.7958 1.1346 2.0892
C 4.6112 1.4445 3.1656
C 5.0210 0.4462 4.0402
C 4.6091 -0.8617 3.8347
C 3.7829 -1.1713 2.7616
H 1.3733 3.3302 3.4846
H 2.3087 3.3257 5.7767
H 2.4425 1.2138 7.0535
H 1.6317 -0.8944 6.0398
H 0.6633 -0.8793 3.7740
H -1.6987 -0.9968 1.6966
H -4.0011 -1.3410 2.5766
H -5.1728 0.5148 3.7169
H -4.0584 2.7137 3.9549
H -1.7743 3.0411 3.0781
H 0.7966 -2.6398 1.7439
H 1.1109 -5.0985 1.7355
H 2.7915 -6.1177 0.2274
H 4.1422 -4.6782 -1.2626
H 3.8475 -2.2188 -1.2125
H 3.4733 1.9134 1.4081
H 4.9277 2.4677 3.3226
H 5.6620 0.6887 4.8782
H 4.9280 -1.6447 4.5108
H 3.4669 -2.1963 2.6198
I 1.0231 3.3569 -2.5644
C -0.1370 3.0730 -4.2682
C 0.0746 4.1102 -5.1351
C -0.5705 4.1678 -6.3855
C -1.4060 3.1597 -6.7303
C -1.6417 2.0689 -5.8551
C -2.5158 1.0553 -6.3125
C -2.7823 -0.0267 -5.5403
C -2.1881 -0.1148 -4.2725
C -1.3450 0.8336 -3.7517
P -0.8287 0.4286 -1.9907
C -0.3763 -1.3245 -2.2169
C -0.7874 -2.3399 -1.3623
C -0.3846 -3.6529 -1.5837
C 0.4571 -3.9543 -2.6407
C 0.9103 -2.9372 -3.4734
C 0.4949 -1.6340 -3.2638
C -2.4757 0.4792 -1.1947
C -3.4202 -0.5459 -1.2272
C -4.6626 -0.3810 -0.6338
C -4.9811 0.8168 -0.0070
C -4.0527 1.8461 0.0205
C -2.8064 1.6769 -0.5671
C -1.0236 1.9809 -4.5650
H 0.7545 4.9053 -4.8630
H -0.3863 5.0011 -7.0499
H -1.9130 3.1614 -7.6871
H -2.9571 1.1652 -7.2956
H -3.4426 -0.8119 -5.8831
H -2.4174 -0.9912 -3.6794
H -1.3994 -2.1051 -0.5026
H -0.7159 -4.4349 -0.9132
H 0.7769 -4.9751 -2.8057
H 1.5885 -3.1602 -4.2871
H 0.8509 -0.8504 -3.9221
H -3.1962 -1.4843 -1.7157
H -5.3799 -1.1916 -0.6576
H -5.9468 0.9405 0.4664
H -4.2869 2.7777 0.5191
H -2.0692 2.4700 -0.4988
```

Values from the calculation:
Multiplicity: 2
⟨S²⟩: 0.839
Lowest unoccupied orbital energy (spin up / spin down), eV: 0.0 / 0.0
Net charge: 0

(3)
5 unconnected molecules or ions with the total composition H11NO4. Source: the OMol25 dataset; level of theory: ωB97M-V/def2-TZVPD.

```
16
Properties=species:S:1:pos:R:3
N 2.3999 -2.8564 -0.0690
H 1.8178 -3.6458 -0.4047
H 3.2782 -3.1533 -0.5487
H 2.6467 -3.1223 0.9620
O -0.6367 2.7261 -0.0145
H -0.3252 2.1667 -0.7951
H -1.0951 2.1716 0.6135
O -0.0745 0.7417 2.5143
H 0.4992 1.5323 2.7660
H 0.2377 0.4778 1.6065
O 1.7125 -0.0847 0.7783
H 2.5195 0.1197 1.3145
H 1.8982 -0.9069 0.1926
O -4.8077 1.5084 -2.6945
H -4.4992 1.4085 -3.6616
H -5.5713 0.9166 -2.5596
```

Values from the calculation:
Lowest unoccupied orbital energy, eV: 0.5
Net charge: 0

(4)
A molecular structure, C4H5LiMgO. Source: the OMol25 dataset; level of theory: ωB97M-V/def2-TZVPD.

```
12
Properties=species:S:1:pos:R:3
C -0.9901 0.4753 1.6207
C -0.0451 0.4156 0.6956
C 0.7399 1.0733 -0.3286
H -1.2415 -0.4047 2.2181
H -1.6409 1.3482 1.7102
H 0.2093 1.4704 -1.2024
H 1.6714 1.5794 -0.0624
O 0.0020 -1.3383 -1.1584
C 0.7286 -0.5913 -0.2747
Mg -1.7017 -2.1894 -0.7913
Li 0.7533 -0.7055 -2.6972
H 1.5148 -1.1330 0.2703
```

Values from the calculation:
Multiplicity: 2
⟨S²⟩: 0.751
Lowest unoccupied orbital energy (spin up / spin down), eV: -4.2 / -4.8
Net charge: +1

(5)
16 unconnected molecules or ions with the total composition C4H43N2O15. Source: the OMol25 dataset; level of theory: ωB97M-V/def2-TZVPD.

```
64
Properties=species:S:1:pos:R:3
N 0.4922 2.4827 -0.7628
C 0.3952 3.0666 0.8082
C 1.7103 3.8101 0.9329
C 0.1873 1.9265 1.8505
N -1.0775 2.1859 2.6282
C -1.3671 0.9297 3.2292
H -0.2989 2.4659 -1.3902
H 1.4047 2.9506 -1.2940
H 0.8688 1.5994 -0.6417
H -0.4427 3.7877 0.7983
H 1.7472 4.5830 1.7931
H 2.0491 4.6130 0.0996
H 2.5566 3.1501 1.0602
H 0.1551 0.9825 1.2957
H 1.0159 1.8335 2.5281
H -0.8726 2.8257 3.5422
H -0.5278 0.5815 3.9566
H -2.3816 1.0176 3.8122
H -1.3202 -0.0125 2.5556
H -5.0218 -0.6358 -2.0215
H -5.0054 0.8318 -1.9956
O -4.8248 0.1722 -2.6581
H 2.2171 -2.1368 -4.5504
H 1.9093 -1.7452 -3.0276
O 1.6326 -2.3298 -3.7849
H 1.4617 1.6319 -3.1834
H 0.8819 2.5923 -4.3132
O 1.2058 2.5732 -3.3858
H -0.5772 -1.4478 -3.9689
H -0.1006 -2.6489 -3.1881
O -0.8406 -2.1021 -3.1553
H 3.2414 -3.5237 0.5960
H 3.7643 -3.3814 -0.7157
O 2.8822 -3.3407 -0.3154
H 2.3064 -0.4171 4.4439
H 1.8711 -0.9618 3.0662
O 1.9291 -1.1802 4.0380
H 0.8907 -1.3758 -0.5963
H 2.1537 -1.8117 -0.4515
O 1.6201 -1.0721 -0.9701
H -1.3400 0.5134 -1.6446
H -0.4921 -0.7749 -1.8814
O -0.3972 0.1380 -1.9820
H -2.8791 3.2668 -1.7586
H -2.5858 2.1888 -0.7048
O -2.2239 2.7004 -1.4787
H -2.6732 -2.5298 0.2936
H -2.3827 -3.4346 1.2940
O -2.2437 -2.5600 1.1201
H 2.7442 0.1777 0.2490
H 3.9145 -0.5936 0.9399
O 3.4757 0.3572 0.8297
H 3.0048 -2.6382 3.1375
H 1.8399 -2.2901 2.2329
O 2.7948 -2.6717 2.2143
H 0.6084 -2.7171 0.6727
H -0.3347 -2.3255 1.7460
O 0.4262 -2.0416 1.2363
H -3.2330 -3.7502 -2.3040
H -3.4632 -2.4940 -1.7291
O -2.9793 -3.1400 -1.4110
H -3.9035 0.5524 0.7900
H -2.4919 0.8477 1.1354
O -3.0760 0.7486 0.3386
```

Values from the calculation:
Multiplicity: 2
⟨S²⟩: 0.751
Lowest unoccupied orbital energy (spin up / spin down), eV: 0.1 / 0.0
Net charge: 0

(6)
12 unconnected molecules or ions with the total composition H24O12. Source: the OMol25 dataset; level of theory: ωB97M-V/def2-TZVPD.

```
36
Properties=species:S:1:pos:R:3
O -0.6542 -1.5594 -3.6098
H 0.2202 -1.2204 -3.4009
H -0.9059 -1.8439 -2.7128
O -1.6236 -2.3603 -1.2045
H -1.9168 -1.5102 -1.0646
H -2.3923 -2.8028 -1.0248
O 0.1650 3.2191 0.6717
H 0.3169 2.3043 0.2954
H 0.9695 3.7698 0.5138
O 2.5625 1.5990 1.2086
H 3.2248 1.7333 1.8617
H 1.7906 2.0535 1.6633
O -1.8302 0.7766 2.1924
H -2.6439 0.4687 2.5587
H -1.6608 -0.1268 1.9325
O -2.3398 2.3056 0.1387
H -1.4576 2.7055 0.2814
H -2.4006 1.6014 0.8026
O -1.4675 -2.3790 1.9366
H -0.5697 -2.1246 1.9795
H -1.5695 -2.4446 0.9861
O 1.5700 -0.5844 -2.5158
H 1.7616 -1.3297 -1.9970
H 1.0476 -0.1583 -1.8428
O 0.8881 -1.2622 1.4240
H 1.5451 -1.8653 1.1056
H 1.2129 -0.7280 2.1251
O 3.9142 -0.8764 0.7764
H 3.2149 -0.2269 0.8184
H 4.5623 -0.5920 1.3800
O 0.2461 0.5591 -0.4656
H 0.4256 -0.0800 0.1645
H -0.6115 0.3035 -0.7576
O -2.0849 0.6024 -2.0653
H -1.9783 1.1881 -1.3755
H -1.5307 0.8853 -2.7800
```

Values from the calculation:
Lowest unoccupied orbital energy, eV: -0.4
Net charge: 0

(7)
A molecular structure, C41H35Cl2N10O3S3Zr. Source: the OMol25 dataset; level of theory: ωB97M-V/def2-TZVPD.

```
95
Properties=species:S:1:pos:R:3
Zr 0.2814 -0.1452 0.0405
Cl 4.3639 4.2206 -3.3913
C 3.5588 3.4151 -2.0858
C 2.2955 2.8910 -2.3243
C 1.6456 2.1839 -1.3292
N 0.4130 1.4642 -1.4289
C -0.4663 1.7082 -2.4318
O -0.3312 2.4511 -3.3856
C -1.7596 0.9335 -2.2964
C -2.6508 0.9326 -3.3569
C -3.8125 0.1906 -3.2556
C -4.0467 -0.5204 -2.0851
C -3.1092 -0.4540 -1.0796
N -1.9802 0.2601 -1.1640
C 2.2408 2.0904 -0.0693
C 3.4820 2.6262 0.1797
C 4.1614 3.2713 -0.8453
Cl 5.7411 3.8921 -0.5282
N 1.3961 1.4657 0.8855
C 1.0285 2.1712 1.9925
O 1.6270 3.0668 2.5476
C -0.3550 1.7999 2.4800
C -0.7745 2.2271 3.7248
C -2.0815 1.9767 4.0978
C -2.9191 1.3295 3.1952
C -2.4038 0.9242 1.9830
N -1.1332 1.1360 1.6192
H 1.8456 3.0200 -3.2938
H -2.3953 1.5159 -4.2312
H -4.5229 0.1601 -4.0726
H -4.9387 -1.1198 -1.9517
H -3.2679 -1.0062 -0.1603
H 3.9207 2.5634 1.1651
H -0.0750 2.7751 4.3418
H -2.4546 2.3014 5.0621
H -3.9619 1.1488 3.4220
H -3.0347 0.4338 1.2587
S 2.0086 -2.8090 0.7801
C 2.8045 -1.7754 -0.2750
N 2.1781 -0.8764 -1.0519
C 3.0344 -0.4149 -2.0851
C 2.6763 0.3252 -3.2057
C 3.6425 0.6746 -4.1351
C 4.9722 0.2905 -3.9687
C 5.3389 -0.4750 -2.8746
C 4.3579 -0.8295 -1.9557
S 4.5130 -1.8867 -0.5847
H 1.6544 0.6548 -3.3467
H 3.3592 1.2703 -4.9958
H 5.7196 0.5916 -4.6935
H 6.3651 -0.7971 -2.7387
C -3.2129 -2.9447 3.8459
N -2.4043 -2.9793 2.6271
C -2.9890 -3.7294 1.5294
C -1.4297 -2.0712 2.3479
N -1.1035 -1.7072 1.1571
N -0.7645 -1.5740 3.4555
C 0.5209 -1.0273 3.4299
N 1.1171 -0.9977 4.6514
N 1.0450 -0.6155 2.3495
H -3.2364 -3.9276 4.3127
H -4.2355 -2.6500 3.6053
H -2.8461 -2.2234 4.5692
H -3.5193 -4.5818 1.9487
H -2.2100 -4.1163 0.8739
H -3.7024 -3.1373 0.9424
H -1.6526 -2.1750 0.4490
H -1.0149 -2.0028 4.3246
H 0.7238 -1.4459 5.4579
H 2.0599 -0.6603 4.7282
H 1.9984 -0.3043 2.4724
O -0.3238 -1.7348 -1.4629
S -0.2823 -1.9062 -2.9791
C 1.1241 -2.9248 -3.3603
C 1.7449 -2.7098 -4.5812
C 2.8559 -3.4759 -4.9044
C 3.3344 -4.4145 -4.0000
C 2.7020 -4.6051 -2.7735
C 1.5767 -3.8642 -2.4476
C -1.5696 -3.0973 -3.2902
C -2.0768 -3.1851 -4.5757
C -3.0797 -4.1088 -4.8360
C -3.5627 -4.9190 -3.8164
C -3.0417 -4.8135 -2.5300
C -2.0389 -3.8942 -2.2579
H 1.3879 -1.9406 -5.2584
H 3.3618 -3.3184 -5.8492
H 4.2164 -4.9950 -4.2463
H 3.0913 -5.3232 -2.0613
H 1.0982 -3.9753 -1.4822
H -1.6980 -2.5432 -5.3675
H -3.4859 -4.1924 -5.8367
H -4.3454 -5.6379 -4.0256
H -3.4126 -5.4579 -1.7415
H -1.6034 -3.8005 -1.2698
```

Values from the calculation:
Lowest unoccupied orbital energy, eV: -2.6
Net charge: +1

(8)
A gas-phase ion, C2H2N2OP (charge +1). Source: the OMol25 dataset; level of theory: ωB97M-V/def2-TZVPD.

```
8
Properties=species:S:1:pos:R:3
C 0.5163 -0.6213 0.0917
C 0.3437 0.6279 -0.2527
N 1.6935 -1.3006 0.0260
N 2.6731 -0.5555 0.1602
O 3.9867 -0.6598 -0.2427
P 3.3843 0.9071 0.0891
H -0.3590 -1.2593 0.2874
H -0.3887 1.4043 -0.2749
```

Values from the calculation:
Lowest unoccupied orbital energy (spin up / spin down), eV: -6.7 / -7.6
Net charge: +1

Short version: DFT total energy = -2940.0809; -5313.5766; -362.2820; -437.9851; -1415.9799; -917.2423; -4518.7589; -602.9532 a.u., in the order given.
Short version: energy relative to the best compared isomer or geometry (same formula, charge and spin) = 113.8; 7.5; 147.1; 0.0; 494.1; 218.0; 155.6; 505.2 kJ/mol, in the order given.